Entry 1:
Entry from the OMol25 dataset: C42H48GeN3OPtTe as an isolated structure (ωB97M-V/def2-TZVPD).

**Frontier orbital gap (spin up / spin down)**: 0.1198 / 0.1784 Eh
**LUMO energy (spin up / spin down)**: 0.1395 / 0.1395 hartree
**Spin multiplicity**: 2
**Charge**: -2

Geometry as XYZ:
```
97
Properties=species:S:1:pos:R:3:forces:R:3:mulliken_charge:R:1
Pt 0.802 -1.977 1.503 -0.6257 -0.2386 0.0242 0.6683
C -2.497 -3.331 0.383 0.0527 0.0366 0.0778 -0.6631
Ge -1.082 -3.350 -0.989 -0.1493 0.0086 0.1381 0.9897
C -1.243 -5.148 -1.798 -0.0082 -0.0692 -0.1113 -1.4458
C -1.597 -2.023 -2.339 -0.0539 0.0418 -0.0256 -0.8094
C 0.710 -2.974 -0.316 0.3861 0.0659 -0.2152 -0.6595
H -3.400 -2.847 0.006 -0.0293 -0.0166 -0.0220 0.3819
H -2.115 -2.768 1.235 -0.0413 -0.0107 -0.0027 -0.4782
H -2.741 -4.344 0.710 0.0091 0.0039 0.0137 0.4956
H -2.286 -5.350 -2.055 -0.0020 -0.0296 -0.0191 0.3622
H -0.916 -5.899 -1.075 0.0001 -0.0061 0.0023 0.3763
H -0.636 -5.255 -2.700 0.0175 0.0183 0.0067 0.3610
H -2.617 -2.213 -2.685 -0.0016 0.0102 -0.0282 0.3278
H -0.922 -2.025 -3.196 0.0130 -0.0148 0.0101 0.3307
H -1.569 -1.033 -1.881 0.0126 0.0537 -0.0089 -0.1454
H 1.279 -3.911 -0.362 0.0794 0.0568 0.0227 0.4002
C -1.869 8.348 0.585 -0.0049 0.0300 -0.0008 -1.5478
C -1.420 6.912 0.643 -0.0072 0.0177 -0.0004 0.8191
C -0.288 6.481 -0.027 0.0029 -0.0155 0.0054 -1.2180
C 0.132 5.150 0.018 -0.0054 0.0515 0.0337 1.2683
C 1.395 4.799 -0.730 0.0372 -0.0252 -0.0293 -1.2438
C -0.599 4.197 0.748 0.0862 -0.0146 -0.0309 -0.8024
Te 0.171 2.125 0.726 -0.0039 0.0871 0.1312 0.6778
N 0.878 -0.351 0.109 0.4400 -0.1753 0.0152 -0.5821
C 1.327 -0.800 -0.986 0.0732 0.1028 -0.2411 -0.1197
O 1.369 -2.112 -1.345 -0.1088 -0.1202 0.2409 -0.3478
C 1.971 -0.002 -2.102 -0.2641 -0.0757 0.3175 0.4903
C 2.083 -0.533 -3.387 -0.0501 0.0796 -0.0470 -0.2246
C 2.722 0.177 -4.396 -0.0435 -0.0077 0.0677 -0.7833
C 3.261 1.430 -4.134 0.0455 0.0370 -0.0638 -0.5199
C 3.167 1.961 -2.854 -0.0713 -0.0513 0.0256 -0.8829
C 2.534 1.245 -1.847 0.1402 -0.0299 -0.1081 0.0831
C -1.671 1.381 -0.010 0.0416 0.0923 -0.0904 0.2596
C -2.480 0.560 0.778 -0.0907 -0.0516 -0.0626 1.1390
C -2.109 0.088 2.153 0.0019 0.0378 0.0958 -1.7569
C -3.718 0.157 0.270 0.0394 -0.0537 -0.0046 -0.6859
C -4.147 0.511 -0.996 -0.0155 -0.0073 -0.0373 1.0193
C -5.460 0.016 -1.540 -0.0184 0.0046 -0.0052 -1.9086
C -3.310 1.300 -1.774 0.0018 0.0156 0.0200 -0.9648
C -2.077 1.739 -1.306 -0.0853 0.0271 0.0019 0.9571
C -1.223 2.574 -2.221 0.0445 -0.0159 -0.0019 -1.4221
C -1.732 4.641 1.451 0.0376 -0.0025 0.0328 1.4678
C -2.534 3.714 2.320 -0.0176 -0.0718 0.0193 -1.2141
C -2.125 5.974 1.385 -0.0202 0.0096 -0.0056 -0.9980
H -1.232 8.931 -0.082 0.0055 -0.0031 -0.0013 0.3386
H -1.834 8.817 1.572 0.0034 -0.0086 0.0043 0.3206
H -2.896 8.431 0.224 -0.0019 -0.0109 -0.0027 0.3310
H 0.293 7.196 -0.604 -0.0085 0.0034 -0.0058 0.2035
H 1.739 5.654 -1.317 0.0036 0.0036 -0.0022 0.3454
H 1.246 3.947 -1.395 -0.0114 0.0155 -0.0111 -0.0196
H 2.200 4.515 -0.048 -0.0156 -0.0022 0.0059 0.3405
H 1.668 -1.513 -3.578 0.0160 0.0040 0.0020 0.3689
H 2.800 -0.254 -5.387 0.0053 0.0193 -0.0078 0.3630
H 3.764 1.983 -4.920 -0.0166 0.0045 0.0002 0.3585
H 3.588 2.936 -2.634 0.0346 -0.0053 -0.0102 0.3636
H 2.496 1.636 -0.843 -0.0617 0.0153 0.0668 0.3745
H -1.034 -0.016 2.284 0.0271 -0.0282 -0.0324 -0.1414
H -2.547 -0.894 2.335 -0.0284 0.0270 0.0227 0.4588
H -2.497 0.775 2.912 0.0290 0.0305 0.0092 0.2823
H -4.347 -0.474 0.889 0.0135 -0.0382 -0.0210 0.2459
H -5.993 -0.577 -0.796 -0.0017 0.0043 0.0024 0.3655
H -5.305 -0.615 -2.419 0.0161 -0.0037 0.0057 0.3505
H -6.107 0.843 -1.843 0.0040 0.0065 0.0033 0.4001
H -3.611 1.567 -2.783 -0.0089 -0.0127 -0.0041 0.2873
H -1.664 2.605 -3.219 0.0121 0.0089 -0.0052 0.4616
H -0.214 2.162 -2.295 -0.0244 -0.0240 -0.0136 -0.0075
H -1.128 3.597 -1.851 -0.0173 0.0001 -0.0024 0.1708
H -1.881 3.161 2.997 0.0180 -0.0235 -0.0138 0.2466
H -3.068 2.974 1.726 -0.0212 -0.0481 -0.0528 0.1073
H -3.265 4.272 2.909 0.0123 -0.0078 0.0082 0.3395
H -3.005 6.289 1.940 -0.0048 0.0038 -0.0102 0.3068
C 5.545 -1.761 -1.030 0.0457 0.0069 -0.0686 -0.2496
C 5.082 -3.010 -0.643 -0.0877 0.0296 0.0342 -0.8403
C 4.171 -3.079 0.404 -0.0145 0.0844 -0.0545 -0.1499
N 3.734 -2.008 1.054 0.3090 0.0238 0.1981 0.0814
C 4.179 -0.815 0.676 -0.0116 -0.0816 -0.1181 -0.1495
C 5.086 -0.637 -0.362 -0.0848 -0.0457 0.0357 -0.6197
H 6.242 -1.663 -1.855 -0.0067 -0.0014 -0.0024 0.3426
H 5.399 -3.914 -1.148 0.0131 0.0109 -0.0210 0.3879
H 3.754 -4.027 0.731 0.0153 -0.0059 0.0135 0.4111
H 3.765 0.033 1.213 -0.0051 -0.0007 0.0032 0.3882
H 5.392 0.360 -0.654 0.0264 -0.0071 -0.0105 0.3623
C 0.847 -1.600 3.600 0.0899 0.1323 -0.0426 -2.2419
C 0.973 -3.044 3.400 -0.1010 0.2191 -0.0117 1.0949
C -0.178 -3.905 3.316 -0.0240 -0.0143 0.0727 0.2514
C -0.074 -5.267 3.233 -0.0510 0.0286 0.0131 -0.9354
C 1.197 -5.903 3.267 0.0437 -0.1494 -0.0238 0.4837
C 2.350 -5.081 3.439 0.0305 0.0428 0.0067 -0.8076
C 2.246 -3.727 3.511 0.0272 -0.0047 -0.0409 -0.0726
C 1.319 -7.308 3.211 -0.0382 0.0900 0.0005 0.1892
N 1.419 -8.466 3.176 0.0120 -0.0127 -0.0003 -0.7658
H 1.716 -1.112 4.042 0.0073 -0.0255 0.0086 0.3537
H -0.084 -1.257 4.054 -0.0174 -0.0230 0.0040 0.3494
H -1.159 -3.443 3.335 -0.0038 -0.0014 -0.0276 0.2116
H -0.967 -5.874 3.136 0.0045 -0.0043 0.0020 0.3875
H 3.323 -5.554 3.515 -0.0028 -0.0090 -0.0154 0.4007
H 3.135 -3.120 3.633 0.0017 0.0035 -0.0292 0.1232
```
Positions in Å, forces in eV/Å.

Entry 2:
Entry from the OMol25 dataset: a 10-piece molecular cluster, H20O10 overall (ωB97M-V/def2-TZVPD).

**Frontier orbital gap**: 0.4066 Eh
**LUMO energy**: -0.0063 hartree
**Structure (SMILES)**: O.O.O.O.O.O.O.O.O.O

Geometry as XYZ:
```
30
Properties=species:S:1:pos:R:3:forces:R:3:mulliken_charge:R:1
O -0.529 -1.139 2.175 -0.3253 -0.1442 -0.0249 -0.6736
H -0.644 -1.905 2.737 -0.3802 -0.3947 0.2261 0.2992
H -0.784 -0.398 2.725 -0.1498 0.5278 0.1929 0.2860
O 0.831 1.276 -2.066 0.3094 -0.2378 0.0204 -0.5367
H 1.615 1.541 -2.547 0.3622 -0.0792 -0.1502 0.2633
H 0.103 1.607 -2.592 -0.7366 0.3116 -0.0754 0.2204
O -0.873 0.513 0.025 -0.4502 0.2450 0.0072 -0.5843
H -0.387 0.462 -0.798 0.2886 0.1636 -0.3176 0.2606
H -0.673 -0.309 0.473 0.1151 -0.3215 0.2943 0.3329
O -1.809 2.426 -2.326 0.2408 -0.1887 -0.3516 -0.6493
H -2.247 2.472 -1.476 -0.1380 -0.1385 0.3458 0.3134
H -1.521 3.322 -2.496 -0.0242 0.3499 -0.0640 0.3328
O 0.252 -3.481 0.704 -0.2022 -0.3362 0.3120 -0.6318
H 0.446 -3.136 -0.167 0.2172 0.1390 -0.4533 0.3534
H 0.346 -2.728 1.287 0.2148 0.0702 -0.2708 0.2637
O 0.726 3.308 0.803 -0.0625 0.3040 0.1146 -0.6462
H 1.662 3.114 0.748 0.2557 -0.0082 0.0398 0.3117
H 0.310 2.635 0.264 -0.2245 -0.3939 -0.1346 0.3355
O 2.062 -0.838 2.662 0.6593 0.2799 0.1074 -0.6895
H 1.161 -1.001 2.384 -0.3801 0.0829 -0.1009 0.4539
H 2.348 -1.666 3.049 0.3463 -0.1620 0.0490 0.3217
O -3.701 -0.378 0.464 -0.4424 -0.0056 0.0764 -0.6274
H -3.514 -1.203 0.911 -0.0213 -0.2213 0.0748 0.2963
H -2.843 -0.049 0.198 0.5014 0.2635 -0.1738 0.3899
O 0.307 -1.947 -2.506 0.0660 -0.3507 0.1632 -0.6517
H -0.621 -2.069 -2.305 -0.3454 -0.0792 -0.0743 0.3243
H 0.462 -1.012 -2.372 0.2788 0.4321 0.0170 0.3461
O 2.753 -0.055 -0.158 0.1150 -0.0147 -0.3627 -0.6134
H 2.450 -0.059 0.750 0.0993 -0.1998 0.6239 0.3346
H 2.314 0.697 -0.554 -0.1870 0.1068 -0.1104 0.2643
```
Positions in Å, forces in eV/Å.

no.,electronic energy (eV)
1,-117905.588
2,-20800.053